# 1
Density functional theory data (ωB97M-V with the def2-TZVPD basis set) for 2 unconnected molecules or ions with the total composition CH5N3O3S in a non-equilibrium geometry.

Values from the calculation:
E_HOMO = -0.359 hartree
Maximum force = 5.41 eV Å⁻¹
Relative energy (zero: lowest compared OMol25 entry of this formula, charge and spin) = 385.13 kJ/mol

Cartesian coordinates (Å):
C1 0.039041 -1.536351 -0.156702
N1 0.230623 -1.777557 -1.310946
N2 -0.210795 -1.659608 0.991753
N3 0.944321 0.809857 0.124583
O1 -1.136454 2.055655 0.847837
O2 -0.731852 1.503444 -1.415808
O3 -0.970477 -0.893800 1.838753
S1 0.180403 2.089428 -0.180222
H1 1.059409 -1.312707 -1.804206
H2 -1.184054 1.254324 1.357194
H3 -0.796547 0.619350 -1.243361
H4 1.930226 0.929431 0.097142
H5 -0.629584 -0.944422 2.677841

Atoms 1-6, force components in eV/Å:
C -0.287 0.686 -0.249
N 1.991 0.520 -4.105
N 0.055 -1.396 4.346
N 0.400 0.198 0.710
O 1.126 1.897 -0.640
O 0.436 5.246 -1.256

# 2
Density functional theory data (ωB97M-V with the def2-TZVPD basis set) for 2 unconnected molecules or ions with the total composition CH5N3O3S in a non-equilibrium geometry.

Values from the calculation:
E_HOMO = -0.326 hartree
Maximum force = 3.27 eV Å⁻¹
Relative energy (zero: lowest compared OMol25 entry of this formula, charge and spin) = 147.14 kJ/mol

Cartesian coordinates (Å):
C1 1.972483 -0.776156 -0.209680
N1 2.431918 1.590308 0.014345
N2 -2.556031 -0.114521 -0.798709
N3 2.508267 0.258363 -0.080266
O1 1.500544 -1.838882 -0.411017
O2 -0.632250 0.760118 0.378279
O3 -1.714747 -1.275317 1.431349
S1 -1.176493 -0.539382 0.060872
H1 3.141223 1.981626 0.753139
H2 1.477007 1.814411 0.294982
H3 -2.630309 -0.504259 -1.738140
H4 -2.644212 0.898855 -0.995872
H5 -1.677396 -2.255161 1.300719

Atoms 1-6, force components in eV/Å:
C -0.663 -0.432 -0.425
N 0.930 2.665 1.641
N -0.959 0.890 -0.656
N 1.405 -0.948 0.366
O 0.187 -0.367 0.124
O 0.429 0.724 1.280

# 3
Density functional theory data (ωB97M-V with the def2-TZVPD basis set) for a single CH5N3OS molecule in a non-equilibrium geometry.

Values from the calculation:
E_HOMO = -0.340 hartree
Maximum force = 2.66 eV Å⁻¹
Relative energy (zero: lowest compared OMol25 entry of this formula, charge and spin) = 359.25 kJ/mol

Cartesian coordinates (Å):
C1 0.709890 -0.362951 -0.070955
N1 0.860949 0.542491 1.041305
N2 -0.565212 -1.034594 -0.161088
N3 -1.128123 0.021420 -2.482874
O1 -0.112695 1.622779 0.973383
S1 -1.703579 -0.777839 -1.384664
H1 0.835582 0.315896 -0.841037
H2 1.490992 -0.999483 0.175727
H3 0.703052 0.008644 1.889722
H4 -0.822342 -1.228240 0.799910
H5 -0.268515 1.891877 0.060571

Atoms 1-6, force components in eV/Å:
C -1.319 1.349 1.480
N -0.272 0.855 -0.327
N 0.237 -0.249 0.685
N -0.797 -0.665 0.789
O -0.183 -0.624 1.299
S 1.127 0.913 -0.612

# 4
Density functional theory data (ωB97M-V with the def2-TZVPD basis set) for a single CH5N3OS molecule in a non-equilibrium geometry.

Values from the calculation:
E_HOMO = -0.352 hartree
Structure (SMILES) = [H]/N=C(\NO)NS
Maximum force = 5.95 eV Å⁻¹
Relative energy (zero: lowest compared OMol25 entry of this formula, charge and spin) = 336.81 kJ/mol

Cartesian coordinates (Å):
H1 1.603452 -0.056662 -1.266843
N1 0.361201 -0.311797 -1.226783
C1 0.017564 0.005013 -0.090424
N2 1.043187 0.124886 0.974878
O1 1.973702 -1.049633 0.911659
N3 -1.231884 0.433529 0.308637
S1 -2.528895 0.439409 -0.891110
H2 0.465776 -0.052193 1.868483
H3 1.203881 -1.751922 0.547280
H4 -1.099793 1.293207 0.818624
H5 -1.808191 0.926162 -1.954400

Atoms 1-6, force components in eV/Å:
H -4.756 -1.877 0.270
N 4.857 0.651 -3.378
C 1.996 1.167 2.397
N -1.721 -1.076 1.735
O -4.912 -1.052 -1.596
N -1.134 -0.537 -0.512

# 5
Density functional theory data (ωB97M-V with the def2-TZVPD basis set) for a molecular structure, CH5N3OS2 in a non-equilibrium geometry.

Values from the calculation:
E_HOMO = -0.329 hartree
Maximum force = 5.41 eV Å⁻¹
Relative energy (zero: lowest compared OMol25 entry of this formula, charge and spin) = 365.28 kJ/mol

Cartesian coordinates (Å):
C1 -0.426516 -0.041568 0.207240
H1 3.008076 -1.640744 0.711115
H2 -0.214052 -1.715158 0.950065
H3 -0.632913 1.647276 -1.206307
H4 2.250039 1.169212 -0.847251
H5 -3.436318 -0.327793 0.034334
N1 0.546454 -0.842968 0.916635
N2 0.001294 1.173988 -0.285009
N3 -1.585210 -0.545222 0.114032
O1 -2.696007 0.416058 -0.296670
S1 1.729494 -1.175094 -0.486897
S2 1.455657 1.882016 0.188717

Atoms 1-6, force components in eV/Å:
C 0.808 1.647 0.151
H -2.784 1.102 -2.984
H 2.936 1.846 0.388
H 2.455 -1.999 4.011
H -0.915 1.500 1.956
H 2.535 3.440 -1.594

# 6
Density functional theory data (ωB97M-V with the def2-TZVPD basis set) for a single CH5N3S molecule in a non-equilibrium geometry.

Values from the calculation:
E_HOMO = -0.322 hartree
Structure (SMILES) = [H]/N=C(\N)NS
Maximum force = 3.09 eV Å⁻¹
Relative energy (zero: lowest compared OMol25 entry of this formula, charge and spin) = 29.28 kJ/mol

Cartesian coordinates (Å):
H1 1.387361 0.248920 1.486567
N1 0.583294 -0.262896 1.233868
C1 0.256032 0.092124 0.030554
N2 0.846427 1.058348 -0.746041
N3 -0.893222 -0.495984 -0.493750
S1 -1.732900 -1.709184 0.441963
H2 1.841970 1.103207 -0.564398
H3 0.686957 0.822708 -1.695242
H4 -1.452341 0.060294 -1.162196
H5 -1.523577 -0.917536 1.468676

Atoms 1-6, force components in eV/Å:
H 1.298 0.566 0.646
N -0.772 0.102 -1.604
C -1.286 -1.408 2.436
N 0.384 0.043 0.127
N -0.300 0.001 -1.337
S 0.504 1.024 -1.237